141
Properties=species:S:1:pos:R:3:forces:R:3 method="wB97M-V/def2-TZVPD" charge=-2 gap_ev=8.876 de_lowest_kcal_mol=283.8 homo_ev=-5.319 fmax_ev_per_a=9.8
S 14.5196 0.9356 -7.0020 -3.186 -1.690 -0.517
O 10.5810 5.9277 -2.8684 -0.441 1.920 0.084
O 12.0478 -1.7798 -11.9134 -0.018 0.606 -0.012
O 10.8419 2.7459 -11.1796 -2.569 0.080 -2.655
O 18.0520 2.8766 -3.6126 1.701 -0.360 0.465
O 19.3054 -2.0709 -7.2179 0.036 -0.829 -0.781
O 15.9340 -1.0670 -12.2335 2.613 -3.192 -5.253
O 6.9604 2.8196 -8.3434 -1.859 -1.964 -1.508
O 14.9595 -0.2287 -6.2510 -0.098 0.221 1.249
O 13.9335 6.1570 -7.3055 -0.782 0.824 0.114
O 12.2597 0.6700 -1.8384 0.477 0.192 -0.469
O 14.1906 0.4817 -8.3368 -0.886 0.351 -1.061
O 19.0480 4.3091 -8.9378 1.976 0.370 -1.971
O 17.7064 -1.0166 -3.3496 1.120 1.003 -1.873
O 10.0505 -1.9777 -8.6272 0.340 0.451 -0.499
O 13.3641 -4.1936 -4.9061 0.183 0.657 -0.185
O 15.4898 1.9508 -7.0497 3.981 2.594 -0.179
O 20.7747 3.8416 -5.9087 0.469 0.207 -0.270
O 17.8747 3.0837 -12.1689 0.495 0.393 -0.045
O 13.6888 5.7089 -11.6965 -0.667 0.987 -1.527
O 13.9582 -5.8920 -11.4756 -0.472 -1.279 -0.156
O 13.3230 1.5830 -6.4374 -1.017 -1.249 0.955
N 10.6230 -1.1946 -13.4753 -5.406 -2.087 -3.553
N 12.6834 3.6410 -10.2449 0.820 0.871 -0.464
N 16.3538 3.7577 -4.7057 -0.935 2.481 -0.906
N 13.4571 4.1506 -6.3966 -2.832 -1.289 5.996
N 14.9987 -2.7190 -5.0915 6.237 2.420 3.552
N 13.2360 -4.1985 -12.7934 -3.258 0.114 -4.520
N 16.3899 1.6028 -4.4519 -0.080 -3.739 0.331
N 18.2308 -0.3437 -8.2225 0.385 0.575 -2.572
N 14.8857 7.1847 -10.5044 -0.090 5.802 1.606
N 14.3816 -3.8058 -11.1028 3.535 4.150 5.324
N 8.6684 3.6418 -7.4012 3.975 1.673 3.643
N 13.4189 -2.5947 -6.5060 -2.497 0.730 -2.556
N 21.2213 2.1061 -7.2265 2.014 -2.530 -3.115
N 17.2262 -2.1424 -1.5670 1.253 -3.839 4.198
N 18.7484 1.0700 -11.6401 -0.858 -2.794 2.964
N 15.3966 -1.0090 -10.0275 0.022 -1.976 1.111
N 11.7056 1.9088 -9.3012 0.286 -1.154 2.090
N 17.6704 3.9199 -7.3481 -3.143 2.203 9.017
N 12.6256 -0.2664 -3.8088 -0.789 -5.080 -2.666
N 12.0264 0.2655 -12.9107 2.706 3.507 1.002
N 15.7257 -0.7093 -2.3013 -2.090 1.024 0.179
N 17.4573 -1.1591 -6.4065 -2.263 -1.641 3.737
N 8.3911 4.1052 -9.5504 0.714 1.409 -1.552
N 11.6522 4.0127 -2.6004 1.255 -0.820 1.321
N 15.1738 0.6957 -11.2399 -2.137 7.581 -1.423
N 17.3652 2.7614 -8.9950 -0.906 -3.804 -5.006
N 13.1413 1.7840 -3.5985 1.595 3.872 -0.105
N 19.7208 2.1635 -13.1261 2.603 2.218 -3.255
N 11.3936 -0.5754 -7.4940 -1.465 1.918 4.486
N 19.7359 1.9229 -5.6187 -1.608 -2.471 0.646
N 12.0977 -1.1550 -9.2986 4.195 -0.136 -3.962
N 10.8899 4.4813 -4.5277 -0.481 -1.352 -5.502
N 15.6446 5.2113 -10.7896 3.264 -2.409 1.012
N 14.3591 4.1840 -8.2232 2.985 -2.197 -4.819
C 11.0524 4.9177 -3.3424 -1.230 2.021 4.252
C 13.8861 4.9300 -7.2958 0.817 4.784 -0.564
C 11.0754 -1.2866 -8.5580 -3.528 -2.655 0.889
C 13.9164 -3.2129 -5.4516 -6.091 -4.498 -1.173
C 17.0428 2.7245 -4.2680 -0.939 1.213 1.133
C 15.5468 -0.5244 -11.2904 -0.610 -1.657 5.305
C 18.1406 3.6796 -8.4545 1.896 0.327 -3.947
C 12.6699 0.7101 -3.0150 -1.217 1.946 4.355
C 18.7540 2.2350 -12.2751 -3.298 -0.911 1.307
C 20.6150 2.6603 -6.2515 -1.650 5.467 3.192
C 11.6470 2.7758 -10.3100 1.652 0.378 0.687
C 16.9486 -1.2533 -2.4449 -1.497 1.628 -2.094
C 13.7895 -4.7038 -11.7296 -0.076 -4.308 -1.592
C 14.6955 6.0678 -11.1034 -1.342 -3.344 -0.396
C 18.3231 -1.3397 -7.3306 3.170 1.209 -0.161
C 7.9835 3.4452 -8.4811 -3.232 -0.766 0.181
C 11.5377 -0.9107 -12.6468 3.682 -1.616 1.345
H 10.6842 -0.5192 -6.7772 0.377 0.436 0.043
H 12.1578 0.0781 -7.5892 -0.793 0.303 1.127
H 10.4096 5.0402 -5.2183 0.104 -0.455 0.122
H 12.1103 3.3192 -3.1743 -0.026 -0.437 1.593
H 18.0083 0.7843 -11.0150 -0.029 0.186 -0.238
H 15.4301 3.6080 -5.0856 0.235 0.648 -0.279
H 13.8424 -1.7715 -6.9098 0.045 -0.309 0.287
H 11.0792 1.1343 -9.1342 -0.004 0.439 -0.528
H 12.7831 -0.6347 -8.7699 0.792 -0.511 -1.725
H 14.6485 1.1533 -10.5085 0.256 -0.464 0.350
H 15.2968 1.3173 -12.0264 0.055 -0.436 -0.243
H 19.0827 -0.1576 -8.7321 -0.517 0.398 -0.145
H 14.8209 3.3575 -7.8715 0.114 -0.184 -0.796
H 14.2021 -2.8184 -11.2167 0.460 -0.210 0.184
H 16.6904 -2.2504 -0.7178 0.143 -0.009 -0.277
H 12.3316 -1.5253 -10.2087 -0.563 -0.159 0.054
H 13.0612 -0.2036 -4.7179 -0.406 -0.562 -0.137
H 16.6829 -0.5107 -6.4043 0.172 -0.408 0.002
H 17.6457 2.3860 -9.8897 -0.041 0.466 0.016
H 10.3908 -2.1629 -13.6444 -0.366 0.369 0.338
H 11.8385 0.8041 -13.7442 -0.277 -0.365 0.366
H 13.4769 3.1537 -6.5578 -0.701 -0.030 0.222
H 11.0650 3.4879 -4.5795 -0.532 0.209 -1.235
H 21.9191 2.6530 -7.7104 0.010 -0.640 0.119
H 15.6766 1.4330 -5.1465 0.718 0.563 0.401
H 19.1082 2.3546 -4.9556 0.346 0.028 0.342
H 15.3138 -0.0790 -2.9744 0.680 0.029 -0.112
H 10.0663 -0.4480 -13.8661 0.007 -0.498 -0.116
H 18.0942 -2.6546 -1.6340 -0.203 0.319 -0.072
H 13.3100 1.8519 -4.5920 0.188 -0.202 -0.182
H 14.9706 -4.2210 -10.3952 -0.063 0.962 0.432
H 15.1494 -3.0193 -4.1390 0.830 0.373 0.071
H 17.6133 -1.7942 -5.6368 -0.644 0.289 0.303
H 16.9472 0.7922 -4.2230 -0.013 -0.461 0.153
H 12.8739 4.3661 -10.9217 -0.601 -0.173 -0.493
H 12.7855 -3.2992 -12.7011 0.037 0.106 -0.064
H 17.4829 0.3205 -8.0826 0.650 0.223 -0.462
H 16.8461 4.6394 -4.7240 -0.621 -0.022 0.043
H 15.6020 7.3691 -9.8167 -0.097 -0.403 -0.288
H 12.8815 0.5246 -12.4399 -0.214 0.144 0.245
H 13.2180 3.7900 -9.4010 -0.800 -0.678 0.025
H 15.8639 -1.7889 -9.5876 0.012 -0.072 -0.805
H 19.4255 1.0835 -6.0868 -0.262 -0.049 0.317
H 16.8889 3.3311 -7.0975 0.314 0.680 1.086
H 9.2323 4.4791 -7.3672 0.433 -0.578 0.358
H 15.0066 -1.1198 -1.7229 0.375 -0.104 0.077
H 15.0128 -1.7335 -5.3123 0.963 0.041 0.478
H 19.3332 0.3042 -11.9429 -0.327 0.223 0.137
H 16.6239 2.2221 -8.5709 0.333 0.503 0.449
H 12.6016 1.8843 -8.8356 -0.406 -0.324 0.218
H 20.4056 1.4286 -13.0208 0.134 0.873 -0.592
H 12.0211 -1.0009 -3.4696 0.399 -0.501 -0.742
H 12.4325 -2.6932 -6.6998 0.262 -0.300 -0.111
H 12.8142 4.5290 -5.7157 0.296 -0.091 0.223
H 15.8176 4.2673 -11.1043 -0.584 0.224 -0.571
H 7.7468 4.2433 -10.3158 0.176 -0.055 0.273
H 14.6023 4.5648 -9.1265 0.977 0.214 0.565
H 12.7962 -4.8472 -13.4305 -0.125 0.063 0.312
H 19.7518 3.0044 -13.6847 1.045 -0.440 -0.355
H 18.1001 4.5759 -6.7116 -0.030 -0.309 -0.118
H 14.2191 7.9384 -10.5919 -0.097 -0.472 -0.026
H 16.3485 5.4776 -10.1159 0.153 0.062 -0.273
H 21.1920 1.1148 -7.0351 1.071 -0.244 -1.331
H 14.8789 -0.4226 -9.3886 0.516 -0.330 0.091
H 8.6951 2.9939 -6.6269 -0.408 0.298 -0.383
H 11.6427 4.1780 -1.6041 0.499 -0.574 -0.330
H 8.9890 4.8725 -9.2786 0.188 -0.031 -1.007
H 13.4719 2.5114 -2.9807 0.476 -0.318 -0.255

=====

28
Properties=species:S:1:pos:R:3:forces:R:3 method="wB97M-V/def2-TZVPD" charge=0 gap_ev=1.614 de_lowest_kcal_mol=161.2 homo_ev=-10.645 fmax_ev_per_a=10.7
In -0.5561 1.1253 1.3189 -0.011 -0.077 -0.140
S -2.1385 -3.7856 2.4626 -2.153 -3.431 -9.884
S 2.4738 -1.1358 -2.5862 -3.011 2.522 -5.888
S 3.0467 -2.4300 -0.7525 -0.872 -7.971 6.318
S -1.6445 -3.2738 4.6835 4.449 1.707 5.055
S 0.3293 5.0819 -2.1398 10.250 0.670 -1.884
S -1.9314 5.3542 -2.0107 -8.076 0.310 1.279
F -3.0217 4.7736 -0.9270 0.935 0.496 -0.363
F -0.2788 -2.4301 5.0538 -0.880 -0.887 -0.225
F -2.4331 -2.8761 1.1547 -0.354 -0.363 -0.574
F 1.1191 -0.3760 -2.9867 0.878 0.513 0.671
F 2.6352 -2.7671 0.7790 0.510 1.243 -0.466
F 1.3088 3.8873 -1.7718 1.649 0.010 0.386
O 3.5588 -0.1880 -2.8407 -2.257 -2.186 1.332
O 2.2528 -2.3124 -3.4437 1.630 1.815 2.504
O -1.8491 6.7618 -1.6412 0.881 -2.599 -0.750
O 0.5423 5.0574 -3.6098 -1.703 1.095 2.976
O 0.8380 6.2314 -1.3423 -1.578 -2.607 -2.087
O -1.2411 -4.6549 4.8715 -0.928 1.753 -1.629
O -2.6161 4.9900 -3.2338 1.935 0.388 0.942
O 2.8691 -3.8326 -1.1993 0.268 3.297 -0.689
O 4.3338 -1.8799 -0.7141 1.444 0.699 -0.420
O -1.0805 -4.6487 1.8689 -1.975 1.094 2.303
O -3.4779 -4.2896 2.7190 2.312 0.153 0.908
O -2.5518 -2.7235 5.6248 -0.899 0.065 -1.129
N -0.7814 4.2482 -1.5319 -4.269 2.010 -0.337
N 1.9236 -1.3538 -0.9509 1.270 0.150 -3.251
N -1.6294 -2.5531 3.1459 0.555 0.132 5.044

=====

17
Properties=species:S:1:pos:R:3:forces:R:3 method="wB97M-V/def2-TZVPD" charge=0 gap_ev=9.084 de_lowest_kcal_mol=143.2 homo_ev=-8.780 fmax_ev_per_a=6.6
O -2.0341 -1.6988 0.8679 -0.097 -5.317 3.835
N -0.4561 1.4493 0.7063 0.243 -1.191 -2.214
N -0.9379 -0.9681 0.7019 3.587 -0.137 -3.172
N 1.9101 1.3503 0.6162 -0.296 1.277 1.819
C 0.0467 -1.8044 -0.1195 0.045 -1.328 1.780
C 0.8439 1.4323 -0.0394 -2.812 -1.267 -0.782
C 0.8144 1.5990 -1.5921 -2.045 2.260 3.108
C -1.1776 0.3671 0.7981 0.186 1.660 1.683
H 0.5372 -2.6814 0.8018 -1.836 2.198 -3.119
H -0.4729 -2.3256 -1.1436 1.549 1.495 3.228
H -1.5769 -2.5108 1.5503 -2.663 3.055 -2.689
H 1.5079 1.5477 1.5892 1.412 -0.931 -0.927
H 0.9498 -1.2002 -0.2793 -0.447 -0.192 -0.478
H 1.8266 1.6592 -1.8618 1.152 0.918 -0.784
H 0.0504 2.4604 -1.7408 2.063 -0.576 0.045
H -2.1674 0.4148 1.3354 0.926 0.476 -0.641
H 0.3359 0.9092 -2.1907 -0.967 -2.401 -0.692

=====

Copy entry 3 word for word.
17
Properties=species:S:1:pos:R:3:forces:R:3 method="wB97M-V/def2-TZVPD" charge=0 gap_ev=9.084 de_lowest_kcal_mol=143.2 homo_ev=-8.780 fmax_ev_per_a=6.6
O -2.0341 -1.6988 0.8679 -0.097 -5.317 3.835
N -0.4561 1.4493 0.7063 0.243 -1.191 -2.214
N -0.9379 -0.9681 0.7019 3.587 -0.137 -3.172
N 1.9101 1.3503 0.6162 -0.296 1.277 1.819
C 0.0467 -1.8044 -0.1195 0.045 -1.328 1.780
C 0.8439 1.4323 -0.0394 -2.812 -1.267 -0.782
C 0.8144 1.5990 -1.5921 -2.045 2.260 3.108
C -1.1776 0.3671 0.7981 0.186 1.660 1.683
H 0.5372 -2.6814 0.8018 -1.836 2.198 -3.119
H -0.4729 -2.3256 -1.1436 1.549 1.495 3.228
H -1.5769 -2.5108 1.5503 -2.663 3.055 -2.689
H 1.5079 1.5477 1.5892 1.412 -0.931 -0.927
H 0.9498 -1.2002 -0.2793 -0.447 -0.192 -0.478
H 1.8266 1.6592 -1.8618 1.152 0.918 -0.784
H 0.0504 2.4604 -1.7408 2.063 -0.576 0.045
H -2.1674 0.4148 1.3354 0.926 0.476 -0.641
H 0.3359 0.9092 -2.1907 -0.967 -2.401 -0.692